Molecular formula: C21H30FNO3
Method: DFT, ωB97M-V/def2-TZVPD

Last column: Mulliken charge in e.
Geometry (Å):
C (6.45656, 2.18047, 2.39882)  0.13
C (5.59499, 2.48935, 1.62921)  -0.70
C (4.50898, 2.69212, 0.69446)  -0.58
C (3.50491, 1.52914, 0.74062)  -0.18
O (2.20661, 2.08301, 0.67243)  -0.37
C (1.16999, 1.11306, 0.83940)  -0.74
C (0.63113, 0.76548, -0.55218)  1.05
C (-0.13887, 1.99106, -1.11221)  -1.64
C (-1.62939, 1.99981, -0.85670)  1.14
C (-2.46132, 2.37341, -1.90133)  -0.89
C (-3.82497, 2.43275, -1.72631)  -0.75
C (-4.41200, 2.10098, -0.52178)  -0.66
C (-3.60782, 1.70360, 0.53592)  0.17
C (-4.17361, 1.29275, 1.87031)  -1.43
C (-2.23250, 1.67879, 0.35001)  0.58
O (-0.27249, -0.31161, -0.60095)  -0.33
C (0.17312, -1.60200, -0.24999)  0.07
C (0.10250, -1.87584, 1.27029)  -1.13
C (-0.59343, -3.19589, 1.55059)  -1.05
C (-2.09689, -3.07834, 1.36008)  0.57
N (-2.81388, -4.29046, 1.23540)  -0.66
O (-2.66872, -2.01873, 1.31504)  -0.45
C (1.50666, -2.05386, -0.82176)  0.02
F (2.58239, -1.52152, -0.12220)  -0.42
C (1.71149, -1.86631, -2.32884)  -0.47
C (0.43429, -1.89530, -3.15438)  -1.22
H (7.18153, 2.05847, 3.15980)  0.45
H (4.01868, 3.63838, 0.90111)  0.30
H (4.96680, 2.75298, -0.29034)  0.32
H (3.63475, 1.01568, 1.69212)  0.34
H (3.71269, 0.87671, -0.10588)  0.10
H (1.57872, 0.26036, 1.37847)  0.44
H (0.42562, 1.58039, 1.47475)  0.18
H (1.50238, 0.65712, -1.20047)  -0.14
H (0.01671, 1.98576, -2.18716)  0.46
H (0.29882, 2.90170, -0.71322)  0.41
H (-2.06951, 2.62265, -2.87756)  0.35
H (-4.47027, 2.72462, -2.54281)  0.37
H (-5.48267, 2.14976, -0.39697)  0.42
H (-4.08985, 2.08723, 2.60636)  0.35
H (-3.58942, 0.44929, 2.22435)  0.27
H (-5.20124, 0.97465, 1.72930)  0.37
H (-1.61776, 1.36555, 1.18092)  -0.02
H (-0.55262, -2.28099, -0.69306)  0.55
H (-0.53272, -1.09155, 1.67488)  0.26
H (1.07665, -1.80875, 1.74135)  0.65
H (-0.41253, -3.56994, 2.55709)  0.46
H (-0.25993, -3.94332, 0.83006)  0.35
H (-3.14150, -4.43327, 0.28713)  0.27
H (-2.23140, -5.08615, 1.47392)  0.27
H (1.54966, -3.13057, -0.64250)  0.43
H (2.31720, -0.98421, -2.51401)  0.29
H (2.31739, -2.70968, -2.65479)  0.47
H (-0.14554, -2.79982, -3.00182)  0.27
H (-0.17478, -1.01307, -3.00210)  0.21
H (0.72088, -1.87628, -4.20406)  0.47

Structure (SMILES) ... C#CCCOC[C@H](Cc1cccc(C)c1)O[C@H](CCC(N)=O)[C@H](F)CC
Gap between HOMO and LUMO ... 0.33188 Eh